--- 1 ---
Entry from the OMol25 dataset: one molecule with the formula CH4N6O (ωB97M-V/def2-TZVPD).

Results
Structure (SMILES): Nn1nnn(N)c1=O
HOMO energy (eV): -9.6
Spin multiplicity: 1
Orbital gap (eV): 10.0
LUMO level (eV): 0.5

Last columns: bonded neighbours and bond lengths (Å).
Cartesian coordinates (Å):
1 C 0.074 0.686 -0.120  N7 1.277, N10 1.415, O12 1.150
2 H 2.868 0.944 -0.325  N6 1.145
3 H 2.486 -0.088 1.362  N6 1.255
4 H -2.566 0.871 1.000  N11 1.056
5 H -2.465 0.680 -0.820  N11 1.006
6 N 2.241 0.111 0.147  H2 1.145, H3 1.255, N7 1.408
7 N 0.935 -0.251 -0.235  C1 1.277, N6 1.408, N8 1.382
8 N 0.526 -1.566 -0.111  N7 1.382, N9 1.236
9 N -0.691 -1.481 0.085  N8 1.236, N10 1.388
10 N -1.065 -0.150 -0.030  C1 1.415, N9 1.388, N11 1.393
11 N -2.365 0.329 0.117  H4 1.056, H5 1.006, N10 1.393
12 O 0.272 1.816 -0.039  C1 1.150

--- 2 ---
Entry from the OMol25 dataset: one molecule with the formula CH4N6O (ωB97M-V/def2-TZVPD).

Results
Structure (SMILES): NNc1nnnn1O
HOMO energy (eV): -9.4
Spin multiplicity: 1
Orbital gap (eV): 9.7
LUMO level (eV): 0.3

Last columns: bonded neighbours and bond lengths (Å).
Cartesian coordinates (Å):
1 C -0.228 -0.869 0.009  N2 1.297, N5 1.411, N7 1.300
2 N -1.331 -1.537 -0.128  C1 1.297, N3 1.336
3 N -1.045 -2.816 0.127  N2 1.336, N4 1.265
4 N 0.156 -3.049 0.447  N3 1.265, N5 1.311
5 N 0.693 -1.852 0.431  C1 1.411, N4 1.311, O8 1.454
6 N -1.051 1.274 -0.587  N7 1.490, H9 1.030, H10 1.039
7 N 0.068 0.384 -0.172  C1 1.300, N6 1.490, H11 1.032
8 O 1.998 -1.532 0.987  N5 1.454, H12 1.048
9 H -1.595 1.394 0.279  N6 1.030
10 H -1.731 0.646 -1.059  N6 1.039
11 H 1.019 0.673 -0.449  N7 1.032
12 H 2.609 -2.038 0.303  O8 1.048

Compare the structures above. Which one is the least stable? 1 is.